# 1
{
  "formula": "C4H12N2Si",
  "method": "ωB97M-V/def2-TZVPD",
  "e_lumo_ev": 0.63,
  "e_tot_ev": -15198.1083,
  "orbital_gap_ev": 7.91,
  "total_charge": 0,
  "relative_energy_ev": 3.002,
  "spin_multiplicity": 1,
  "symbols": ["C", "Si", "N", "H", "H", "H", "H", "H", "N", "H", "C", "H", "C", "H", "H", "H", "H", "H", "C"],
  "xyz": [[1.170616, 1.285119, -1.524594], [0.526716, 0.760131, 0.138490], [1.043363, 1.837773, 1.416398], [1.178165, 0.380588, -2.144085], [-2.641391, 0.930867, -1.201198], [1.101057, 1.505270, 2.423146], [0.742825, 2.800686, 1.365342], [-3.890248, -1.086079, -0.196001], [0.931723, -0.867772, 0.816532], [2.125250, -2.211725, -0.310671], [1.059074, -2.054528, 0.005522], [-2.460167, -0.908239, 1.186415], [-2.259929, 0.330665, -0.424306], [0.699889, -2.924309, 0.650340], [2.160898, 1.823014, -1.421652], [0.485271, 1.992054, -1.940117], [0.313400, -2.087768, -0.832810], [0.672761, -0.977223, 1.772223], [-2.959270, -0.528527, 0.221031]],
  "forces_ev_per_angstrom": [[1.03, -0.07, 0.78], [-1.52, -1.80, 1.77], [-0.36, -0.93, 0.87], [0.33, 0.36, -0.13], [-0.25, 0.29, -1.41], [-0.23, 0.62, -2.01], [0.01, 0.00, 0.18], [1.24, 1.35, 1.07], [-0.11, 2.92, -1.73], [-1.11, -0.06, 0.00], [-0.84, -1.58, 0.69], [-1.17, -0.12, -1.45], [3.60, 2.36, 0.09], [0.86, 0.79, -0.88], [-0.89, -1.00, -0.21], [-0.59, 0.36, -0.38], [0.93, 0.25, 0.32], [-0.13, -0.31, 0.38], [-0.81, -3.43, 2.03]]
}

=====

# 2
{
  "formula": "C36H69KN10O2SSi3",
  "method": "ωB97M-V/def2-TZVPD",
  "e_lumo_ev": 0.05,
  "e_tot_ev": -108246.5470,
  "orbital_gap_ev": 6.27,
  "total_charge": 0,
  "relative_energy_ev": 0.034,
  "spin_multiplicity": 1,
  "symbols": ["H", "C", "H", "H", "K", "H", "H", "C", "H", "H", "C", "H", "H", "C", "H", "C", "S", "H", "H", "C", "C", "H", "H", "H", "H", "H", "C", "H", "H", "C", "C", "O", "H", "H", "H", "C", "C", "N", "H", "H", "C", "H", "H", "N", "C", "H", "H", "H", "N", "H", "H", "H", "H", "C", "C", "H", "N", "H", "H", "C", "H", "N", "N", "H", "H", "Si", "H", "H", "O", "H", "C", "C", "H", "C", "C", "H", "Si", "H", "N", "C", "H", "H", "H", "C", "C", "H", "C", "H", "H", "C", "H", "H", "N", "H", "H", "H", "H", "H", "H", "C", "N", "H", "Si", "H", "C", "C", "C", "H", "H", "H", "C", "H", "H", "C", "C", "C", "H", "C", "N", "C", "H", "H"],
  "xyz": [[-3.761280, 2.966613, -4.477890], [2.568174, -0.890340, -1.644475], [5.983265, -0.186490, 0.193882], [-4.425447, 0.718807, -0.195749], [-0.189382, 1.324864, 0.766957], [2.701755, -2.848921, 0.834851], [4.615611, 1.439594, -2.327055], [-0.744483, -3.297186, -1.204299], [0.171509, -1.458378, 4.227475], [5.599449, -1.075158, -1.288052], [2.942886, -1.268067, 3.713890], [2.837204, 3.044577, 4.203971], [-0.198602, 1.587357, -1.571741], [-0.390915, 1.333388, -2.606163], [3.081118, 2.170310, -1.831575], [-0.427593, 3.347843, 3.687808], [-1.516763, -1.819120, -1.135284], [-2.034799, 3.329075, 5.838499], [-1.833593, -4.905567, -5.581328], [-3.669360, 1.434534, 0.147518], [-2.406098, 3.969181, 5.026791], [-5.047695, 3.121912, -1.674673], [-2.097559, 0.412022, -4.509510], [-5.797208, 2.544297, -3.158458], [-1.156116, -0.395089, 3.719693], [-4.364537, 4.696071, 4.424113], [-2.191757, 1.484916, -4.290277], [-3.978001, 0.550746, 2.090814], [1.354187, -5.292694, -3.557192], [-0.341662, -1.029048, 3.360017], [-5.199790, 2.239493, -2.299751], [-1.762042, -6.581821, -0.208828], [0.794769, -2.617212, -2.208069], [-5.515248, 1.371099, 3.365489], [1.353169, -3.144971, 1.932060], [5.326567, 2.015970, 2.110413], [-3.144620, 0.926563, 1.493484], [-0.290151, 3.886146, -0.190945], [2.502505, -1.923015, -1.300230], [-5.237257, 2.632251, 2.151518], [2.911015, 3.637289, 1.364655], [-2.513794, 0.059889, 1.264860], [1.171700, 3.997367, -1.760336], [-3.946351, 1.703003, -2.794981], [-2.722904, 2.633125, 3.153281], [-1.849018, -4.189180, 0.248887], [3.928921, -5.640945, -1.913151], [2.166269, -4.133782, -0.850079], [-2.575857, 1.583114, -0.796833], [1.844095, 3.811756, 1.539525], [5.724051, 1.087791, 2.530988], [-0.752463, -7.056332, -6.141218], [3.463519, 4.450946, 1.845872], [-3.897291, 3.781361, 4.810090], [-1.235828, -6.044036, -2.453990], [3.037401, -0.889060, -2.634334], [-1.318681, -4.406798, -0.582236], [1.887247, 1.567769, 3.979783], [2.864595, -2.340664, 3.909728], [-5.223694, 2.410665, 3.219147], [2.518027, -0.738581, 4.569395], [-0.600229, 6.058141, -0.017115], [-3.938114, 2.716962, 3.818669], [4.004696, -1.013569, 3.673521], [-0.777951, -1.852630, 2.782339], [2.087848, -0.781745, 2.097270], [2.570628, -4.046165, -3.315333], [-2.135063, -4.248167, -3.225912], [0.523610, -0.247206, 2.567082], [0.348495, 1.831983, -3.234489], [5.218474, -0.788357, -0.302648], [-1.493286, -5.563561, -4.792627], [-4.170775, 2.393219, 0.323984], [-0.473306, -7.628518, -4.092215], [0.508257, 4.536968, -1.105113], [-0.089035, 2.654926, 4.466083], [3.440854, 1.950354, 2.043996], [-4.417838, 3.486770, 5.721614], [0.434843, -3.469361, -1.796884], [4.000235, 1.703464, -1.461622], [2.711459, -6.892286, -2.173200], [-0.366386, -7.930825, -1.961160], [0.958517, -5.375946, -1.098621], [1.773547, -2.421700, 1.226477], [-1.451547, -5.726762, -1.005731], [-2.142870, 5.001652, 5.256902], [-0.891057, -6.774136, -5.105503], [3.658887, -6.287399, -3.530640], [5.088224, -1.699748, 0.289723], [-2.770729, 1.677916, -2.053708], [-1.646738, 4.671806, 1.243328], [-4.303046, 1.312973, -4.836643], [-1.716607, 1.792950, -2.958075], [-5.978741, 3.034620, 3.697396], [-0.301092, 0.250461, -2.727791], [5.670962, 2.847336, 2.732919], [-0.952072, 6.935974, 0.319664], [-1.635914, 2.043765, -5.043571], [-0.151175, 2.930641, 2.725511], [3.162915, -5.996215, -2.605108], [-1.860294, 3.559655, 3.747873], [1.073245, -2.294876, 0.399031], [3.591761, 0.162242, -0.438348], [0.091390, 4.298306, 3.814399], [2.755855, 0.546872, 1.115599], [2.879406, 2.007766, 3.855871], [-0.937048, 4.828982, 0.444488], [-0.012724, -8.576805, -4.335826], [3.072096, 3.709523, 0.288013], [0.769735, 6.708361, -1.544617], [0.329211, 5.882344, -1.016176], [4.543450, 2.456318, -0.888645], [3.565855, 1.466525, 4.510246], [2.109405, -4.927097, -2.858301], [1.429489, -4.514783, -1.563573], [-1.658939, -5.190895, -3.466215], [1.550757, -0.501361, -1.737526], [-3.646313, 1.910124, -4.203602], [-2.324884, 1.904988, 2.187650], [-0.659700, -7.270155, -2.766891], [-5.778025, 1.506666, -1.740364], [5.766229, 2.139460, 1.117395]],
  "forces_ev_per_angstrom": [[0.00, 0.01, 0.02], [-0.02, -0.04, -0.07], [0.00, -0.01, 0.01], [0.02, -0.04, -0.05], [0.27, -0.06, -0.41], [0.00, 0.03, 0.06], [-0.03, -0.01, 0.00], [-0.09, -0.13, 0.08], [0.00, 0.01, 0.01], [0.02, 0.00, 0.01], [0.03, 0.03, 0.06], [0.03, 0.00, -0.01], [0.05, 0.12, -0.23], [-0.14, 0.00, -0.06], [0.01, 0.02, 0.01], [-0.04, -0.04, 0.06], [-0.02, 0.00, 0.04], [-0.01, -0.03, -0.01], [0.00, 0.00, 0.00], [0.05, -0.01, -0.02], [0.02, 0.05, -0.01], [0.01, 0.02, 0.00], [-0.02, -0.01, 0.02], [0.00, -0.01, 0.00], [-0.01, 0.00, 0.01], [0.01, 0.01, -0.03], [0.02, 0.03, -0.03], [0.00, -0.02, 0.02], [-0.02, -0.01, -0.02], [0.08, -0.01, -0.03], [0.02, 0.13, -0.02], [-0.12, -0.01, 0.02], [0.02, -0.01, -0.01], [0.01, -0.01, 0.01], [-0.02, 0.00, -0.02], [0.09, 0.00, 0.00], [0.01, 0.11, 0.02], [0.19, 0.26, -0.11], [0.11, 0.01, 0.02], [0.00, 0.00, -0.01], [-0.04, 0.02, -0.04], [-0.05, -0.06, 0.10], [0.00, 0.00, 0.00], [-0.12, -0.25, 0.00], [0.02, 0.00, -0.02], [-0.03, 0.01, -0.03], [0.00, 0.00, 0.00], [-0.02, -0.01, -0.04], [-0.04, -0.12, 0.02], [0.02, 0.01, 0.00], [0.01, 0.02, 0.00], [0.00, 0.00, 0.00], [0.00, -0.02, 0.01], [-0.01, -0.03, 0.02], [-0.03, 0.08, 0.12], [-0.02, 0.01, 0.02], [-0.04, 0.03, -0.06], [0.01, 0.01, 0.02], [-0.01, 0.00, 0.00], [-0.02, 0.05, 0.00], [0.01, -0.01, 0.01], [0.02, 0.03, -0.02], [-0.01, -0.10, 0.05], [0.00, -0.03, -0.01], [0.00, -0.01, 0.00], [-0.16, 0.19, 0.12], [0.00, 0.00, 0.01], [0.02, 0.02, 0.03], [0.04, -0.44, 0.39], [-0.01, 0.01, 0.00], [0.07, -0.05, 0.02], [0.02, 0.01, 0.03], [-0.04, -0.01, -0.02], [-0.01, 0.01, 0.01], [-0.07, -0.02, 0.02], [-0.01, -0.01, 0.00], [-0.10, 0.13, 0.03], [-0.01, 0.02, 0.00], [-0.07, -0.04, -0.06], [-0.01, 0.01, -0.02], [0.00, 0.00, 0.00], [0.00, 0.00, -0.01], [-0.03, 0.00, 0.04], [-0.01, -0.04, -0.04], [0.25, -0.02, -0.06], [0.02, -0.01, 0.02], [0.01, 0.00, 0.01], [0.00, 0.00, 0.00], [0.00, 0.00, -0.02], [0.10, 0.18, 0.01], [0.01, 0.00, 0.00], [0.00, 0.00, -0.01], [-0.01, -0.03, 0.10], [0.00, 0.00, 0.00], [0.03, -0.01, 0.00], [0.00, -0.01, 0.00], [-0.01, -0.01, 0.00], [0.01, -0.02, -0.02], [-0.04, 0.13, 0.07], [0.00, -0.01, -0.01], [0.01, -0.01, -0.07], [0.01, 0.02, 0.05], [-0.07, 0.09, -0.08], [0.00, 0.00, 0.01], [0.19, -0.15, -0.01], [-0.02, -0.03, 0.04], [-0.06, -0.08, 0.03], [0.00, 0.00, 0.00], [0.00, 0.04, -0.01], [0.00, 0.00, 0.00], [-0.01, 0.01, 0.03], [0.02, 0.01, -0.01], [-0.01, -0.01, 0.00], [0.00, 0.02, -0.01], [-0.02, 0.00, -0.08], [0.00, 0.00, -0.04], [-0.03, 0.00, -0.02], [0.01, 0.03, 0.01], [-0.25, 0.07, 0.01], [0.01, -0.01, -0.02], [0.01, -0.01, 0.02], [0.01, 0.00, 0.00]]
}

=====

# 3
{
  "formula": "C14H28O2",
  "method": "ωB97M-V/def2-TZVPD",
  "smiles": "CCCCCCCCCCCCCC(=O)O",
  "e_lumo_ev": 0.79,
  "e_tot_ev": -19068.5001,
  "orbital_gap_ev": 11.14,
  "total_charge": 0,
  "relative_energy_ev": 0.008,
  "spin_multiplicity": 1,
  "symbols": ["H", "C", "H", "C", "H", "C", "C", "H", "H", "H", "H", "H", "C", "H", "C", "H", "H", "H", "C", "C", "H", "O", "O", "H", "H", "H", "C", "H", "H", "H", "H", "H", "H", "H", "C", "C", "H", "H", "H", "C", "H", "C", "H", "C"],
  "xyz": [[1.395177, 0.898043, 1.046948], [-1.282965, -6.982758, -2.752490], [-0.053785, -0.534517, -2.811640], [0.885306, 2.956365, 0.701920], [-0.726352, -2.786670, -3.249858], [0.745875, 5.604890, 4.235526], [1.257228, 3.475462, 2.089280], [0.570710, -2.821344, -2.055948], [0.039663, 3.530532, 0.316197], [2.458801, 6.476617, 3.352634], [0.391010, 3.397276, 2.749419], [-1.607610, -7.403673, -3.701663], [0.524632, 1.473119, 0.722507], [-1.162305, -3.063239, -0.248595], [1.737021, 4.923706, 2.041237], [-0.889921, 6.588054, 4.240573], [2.046624, 2.848719, 2.511222], [2.704810, 4.827596, 3.981362], [-1.355424, -3.369223, -1.277949], [-0.623079, -1.035580, -2.024004], [-1.630229, -5.379586, -0.577703], [-0.071707, 6.535172, 3.722797], [0.457814, 4.967196, 5.212467], [-0.995083, -5.008946, -3.535744], [0.820626, 1.250623, -1.395513], [-2.602224, -5.287427, -2.862800], [-1.537480, -5.480873, -2.714343], [-1.823577, -7.483341, -1.952349], [-0.864355, 1.461392, -0.922541], [-0.817828, -0.823787, 0.116831], [-2.406127, -3.164235, -1.494080], [-0.029526, -5.061088, -1.241149], [-0.222797, -7.191722, -2.630325], [-0.271266, 1.302811, 1.451015], [2.020206, 5.482122, 3.441009], [-1.095857, -4.872991, -1.385260], [-1.671075, -0.752945, -2.146575], [2.652170, 4.982874, 1.448162], [0.840989, -1.021354, -0.447827], [-0.474436, -2.545831, -2.215473], [1.726367, 3.111188, 0.021690], [-0.116184, -0.542307, -0.668773], [0.982780, 5.547207, 1.557737], [0.073381, 0.972476, -0.647931]],
  "forces_ev_per_angstrom": [[0.02, -0.06, 0.08], [-0.11, 0.21, -0.13], [-0.05, 0.08, -0.03], [0.00, -0.27, 0.44], [0.09, -0.07, -0.05], [0.24, -0.21, 0.36], [0.02, 0.26, -0.41], [0.10, -0.05, -0.05], [-0.01, 0.07, -0.08], [0.05, 0.02, 0.06], [-0.03, -0.08, 0.08], [0.00, -0.13, -0.05], [-0.04, 0.30, -0.42], [-0.08, 0.06, 0.06], [0.00, -0.16, 0.22], [0.22, -0.22, 0.10], [0.00, -0.05, 0.09], [-0.08, 0.08, 0.05], [0.36, -0.15, -0.06], [0.24, -0.25, 0.13], [0.05, -0.08, 0.05], [-0.29, 0.50, -0.46], [-0.02, -0.12, 0.10], [-0.07, 0.05, -0.05], [-0.01, 0.04, -0.08], [-0.03, 0.08, -0.06], [0.20, -0.14, 0.21], [-0.04, -0.11, 0.08], [-0.02, 0.07, -0.08], [0.01, -0.07, 0.12], [-0.10, 0.05, 0.05], [0.07, -0.06, 0.07], [0.12, -0.08, 0.02], [-0.01, -0.06, 0.09], [-0.10, 0.05, -0.17], [-0.30, 0.21, -0.16], [-0.05, 0.07, -0.07], [-0.02, 0.04, -0.04], [0.04, -0.07, 0.08], [-0.36, 0.17, 0.05], [0.01, 0.05, -0.09], [-0.13, 0.27, -0.40], [0.05, 0.03, -0.08], [0.07, -0.29, 0.42]]
}